This record from the Open Molecules 2025 dataset describes a structure of composition C28H25ClIN6O2S2Yb in a non-equilibrium geometry. The level of theory is ωB97M-V/def2-TZVPD.

Element x y z (Å)
1 Yb 0.113 -0.749 0.247
2 C 0.221 1.176 2.767
3 C 0.806 -0.109 2.760
4 C -0.260 -1.077 2.801
5 C -1.486 -0.355 2.855
6 C -1.176 1.019 2.809
7 C -2.166 2.143 2.810
8 C -2.846 -0.932 3.131
9 C -0.072 -2.526 3.200
10 C 2.256 -0.437 3.032
11 C 0.928 2.500 2.752
12 H -1.730 3.035 2.362
13 H -2.481 2.407 3.827
14 H -3.060 1.884 2.240
15 H -2.895 -1.978 2.839
16 H -3.632 -0.393 2.598
17 H -3.080 -0.876 4.200
18 H -0.919 -3.139 2.889
19 H 0.019 -2.615 4.290
20 H 0.833 -2.946 2.756
21 H 2.599 -1.286 2.438
22 H 2.398 -0.695 4.088
23 H 2.899 0.413 2.805
24 H 0.670 3.072 1.861
25 H 2.009 2.366 2.754
26 H 0.651 3.099 3.625
27 Cl -5.896 3.019 -1.813
28 C -4.310 2.492 -1.319
29 C -3.265 3.384 -1.400
30 C -2.012 2.993 -0.981
31 I -0.400 4.342 -1.003
32 C -1.695 1.716 -0.498
33 O -0.537 1.399 -0.109
34 C -2.802 0.781 -0.482
35 N -2.501 -0.473 -0.094
36 C -3.474 -1.357 -0.039
37 C -4.805 -1.056 -0.352
38 C -5.135 0.209 -0.758
39 C -4.117 1.179 -0.858
40 H -3.419 4.376 -1.798
41 H -3.201 -2.358 0.260
42 H -5.556 -1.828 -0.282
43 H -6.153 0.469 -1.012
44 S -0.912 -3.402 -0.217
45 C 0.463 -4.258 -0.845
46 C 0.178 -5.441 -1.536
47 N -0.087 -6.419 -2.089
48 C 1.782 -3.884 -0.687
49 S 2.337 -2.488 0.188
50 C 2.792 -4.680 -1.236
51 N 3.645 -5.322 -1.677
52 C 3.194 2.405 -1.216
53 C 3.117 1.002 -0.684
54 C 4.308 0.138 -0.986
55 O 2.171 0.606 -0.032
56 H 4.170 2.833 -1.000
57 H 2.408 3.022 -0.790
58 H 3.077 2.384 -2.299
59 H 5.148 0.480 -0.384
60 H 4.579 0.219 -2.036
61 H 4.086 -0.899 -0.732
62 N 3.889 0.981 -4.572
63 C 2.841 0.693 -4.170
64 N 1.635 0.455 -3.822
65 C 1.058 -0.106 -2.864
66 N 0.362 -0.587 -2.052

Lowest unoccupied orbital energy (spin up / spin down) (hartree): 0.1342 / 0.1342
Net charge: -2
Kohn-Sham gap (spin up / spin down) (eV): 5.6 / 5.6
ΔE to the lowest compared entry with this formula, charge and spin (kcal/mol): 8.06
Spin multiplicity: 2

Computed Mulliken charges, given in elementary charges: -0.03 0.79 0.93 0.65 0.61 0.96 -1.78 -1.87 -1.64 -1.47 -1.96 0.34 0.36 0.29 0.32 0.32 0.39 0.38 0.31 0.30 0.15 0.30 0.32 0.17 0.35 0.36 -0.33 0.81 -0.59 -0.47 -0.07 0.09 0.14 0.49 0.78 -0.22 -1.26 -1.03 -0.25 0.43 0.35 0.42 0.41 -0.35 0.61 -0.12 -0.64 0.50 -0.47 -0.16 -0.63 -0.88 0.43 -1.11 0.49 0.43 -0.05 0.22 0.34 0.39 0.03 -0.70 0.62 -0.80 0.83 -0.52